Computed, not measured: a molecular structure, C27H28BN5O6RhS2, with ωB97M-V/def2-TZVPD.

Its total energy is -73548.008 eV. The calculation puts the energy relative to the best compared isomer or geometry (same formula, charge and spin) at 19.2 kcal per mole. As for the HOMO energy: -4.86 eV. The net charge is -1. The lowest unoccupied orbital energy is 2.419 eV.

Each line ends with the natural charge from an NBO analysis.
CARTESIAN COORDINATES (ANGSTROEM)
Rh1 -0.512 -1.006 -1.034  0.396
S1 -1.559 1.687 -3.287  2.347
S2 -1.458 -2.647 0.295  0.017
O1 -1.499 1.839 -4.720  -0.969
O2 -1.788 0.257 0.318  -0.597
O3 0.897 -1.209 1.656  -0.681
O4 2.290 -0.534 -0.033  -0.689
O5 1.024 -3.161 -2.180  -0.617
O6 -0.524 2.312 -2.496  -0.973
N1 -2.204 -0.338 1.413  0.029
N2 -1.584 0.151 -2.820  -1.005
N3 -3.407 -0.426 -4.216  -0.511
N4 -2.155 -2.024 -2.969  -0.517
N5 -6.720 4.006 -1.425  -0.807
C1 -3.205 -0.085 3.554  -0.282
C2 2.135 -0.965 2.163  0.229
C3 -2.564 -2.248 2.757  -0.229
C4 4.302 -0.251 1.364  -0.281
C5 3.935 -0.764 3.688  -0.234
C6 -4.104 2.664 -3.660  -0.131
C7 2.983 -0.558 1.138  0.310
C8 0.738 -1.993 -2.138  0.536
C9 6.536 1.435 2.510  -0.595
C10 -2.411 -0.759 -3.379  0.561
C11 1.351 -0.973 -3.105  -0.765
C12 -2.097 -1.688 1.562  0.014
C13 6.265 -0.017 2.929  -0.074
C14 7.157 -0.956 2.105  -0.595
C15 2.592 -1.077 3.453  -0.254
C16 -5.517 3.438 -1.868  0.154
C17 -4.151 -1.426 -4.673  0.096
C18 -2.913 -2.994 -3.444  0.107
C19 -3.098 2.390 -2.751  -0.374
C20 -3.294 2.632 -1.400  -0.166
C21 -2.733 0.444 2.387  0.026
C22 -3.953 -2.755 -4.332  -0.390
C23 4.795 -0.355 2.674  -0.022
C24 -4.496 3.154 -0.960  -0.235
C25 6.653 -0.165 4.401  -0.604
C26 -5.308 3.193 -3.223  -0.290
C27 -3.122 -1.469 3.746  -0.197
B1 0.968 -0.940 0.266  0.979
H1 -7.505 3.824 -2.031  0.368
H2 6.947 -0.873 1.039  0.210
H3 6.067 0.498 5.039  0.209
H4 6.993 -1.995 2.397  0.211
H5 5.912 2.123 3.082  0.211
H6 -6.096 3.413 -3.934  0.198
H7 -3.933 2.449 -4.705  0.245
H8 1.938 -1.396 4.254  0.217
H9 -2.460 -3.317 2.869  0.228
H10 8.211 -0.715 2.263  0.197
H11 1.363 0.042 -2.704  0.237
H12 -4.572 -3.549 -4.723  0.210
H13 0.732 -0.957 -4.005  0.243
H14 -4.653 3.345 0.096  0.189
H15 4.929 0.059 0.539  0.215
H16 7.706 0.095 4.526  0.203
H17 6.324 1.593 1.453  0.210
H18 -2.505 2.386 -0.702  0.255
H19 7.584 1.692 2.686  0.197
H20 4.301 -0.851 4.701  0.204
H21 -3.618 0.575 4.303  0.219
H22 -3.478 -1.922 4.661  0.212
H23 6.518 -1.190 4.751  0.208
H24 -6.942 3.796 -0.464  0.369
H25 -4.955 -1.145 -5.347  0.178
H26 2.363 -1.295 -3.350  0.220
H27 -2.737 1.494 2.139  0.226
H28 -2.678 -3.996 -3.099  0.192

Cartesian forces, eV/Å:
Rh -0.07 -0.57 0.81
S 0.07 -0.01 0.09
S 0.58 0.20 -0.38
O -0.02 0.00 0.03
O -0.14 0.02 0.02
O -0.05 0.07 0.04
O 0.06 -0.01 -0.10
O 0.02 -0.07 0.04
O -0.05 -0.02 0.00
N 0.07 0.05 0.03
N 0.19 0.13 -0.12
N -0.20 -0.08 -0.19
N -0.16 -0.10 -0.06
N -0.06 0.06 0.02
C -0.01 -0.18 0.09
C 0.15 0.04 0.03
C -0.18 0.14 0.34
C -0.09 -0.03 0.00
C 0.03 0.00 0.03
C 0.00 0.00 -0.06
C 0.02 -0.01 0.09
C -0.29 0.14 0.02
C 0.01 -0.02 0.01
C -0.02 -0.07 0.06
C 0.05 -0.06 -0.03
C -0.01 0.16 -0.20
C 0.01 0.00 0.01
C -0.01 0.02 0.01
C -0.07 0.00 -0.08
C 0.07 -0.05 -0.03
C 0.10 0.04 0.07
C 0.09 0.26 0.04
C 0.07 -0.04 -0.03
C 0.03 -0.03 0.05
C 0.10 -0.07 -0.21
C -0.01 0.07 -0.03
C 0.02 0.00 0.01
C -0.02 0.01 -0.02
C -0.01 0.00 -0.02
C -0.01 0.01 0.03
C 0.09 -0.03 -0.19
B -0.39 0.06 -0.22
H 0.00 -0.01 0.02
H 0.00 0.00 -0.02
H -0.01 0.01 0.01
H -0.01 -0.01 0.01
H -0.01 0.01 0.01
H -0.01 0.00 -0.01
H 0.00 0.00 -0.01
H -0.01 0.00 0.01
H -0.01 -0.02 0.02
H 0.02 0.00 0.00
H 0.01 -0.01 0.01
H -0.01 -0.01 -0.01
H 0.02 -0.03 0.00
H 0.00 0.01 0.02
H 0.02 0.01 -0.03
H 0.01 0.00 0.00
H 0.00 0.00 -0.02
H 0.00 0.00 0.02
H 0.01 0.00 0.00
H 0.00 0.00 0.00
H -0.01 -0.01 0.02
H 0.00 -0.01 0.03
H -0.01 -0.02 0.01
H -0.01 -0.01 -0.02
H -0.02 0.01 -0.01
H 0.04 0.03 -0.02
H 0.00 0.00 -0.02
H 0.01 -0.03 0.03

***

Computed, not measured: a molecular structure, C27H28Br2MgN4SSi2 at a distorted geometry, with ωB97M-V/def2-TZVPD.

Its total energy is -206535.020 eV. As for the HOMO energy (spin up / spin down): -4.41 / -4.40 eV. The lowest unoccupied orbital energy (spin up / spin down) is -0.272 / -0.274 eV.

Each line ends with the natural charge from an NBO analysis.
CARTESIAN COORDINATES (ANGSTROEM)
Br1 2.186 1.202 -6.896  0.025
Br2 -1.254 -5.629 -4.742  0.025
S1 1.167 4.040 -0.365  0.371
Si1 -0.711 -0.881 2.135  1.080
Si2 0.342 0.983 3.204  1.235
Mg1 -0.132 -0.242 -1.129  1.504
N1 -1.142 2.623 0.072  -0.787
N2 -0.357 0.600 -2.997  -0.807
N3 -1.215 -1.704 -2.169  -0.795
N4 0.853 1.461 -0.102  -0.701
C1 0.863 2.037 -4.481  -0.391
C2 -0.694 -2.880 -4.232  -0.235
C3 1.103 0.934 -5.343  -0.079
C4 2.252 1.079 3.170  -1.095
C5 -1.238 -4.015 -3.720  -0.079
C6 -0.401 0.047 6.008  -0.191
C7 2.196 1.663 -0.274  0.192
C8 -1.588 -2.154 4.761  -0.142
C9 2.582 3.010 -0.421  -0.234
C10 -0.730 -1.684 -3.465  0.042
C11 4.494 1.031 -0.416  -0.190
C12 -1.803 -4.016 -2.420  -0.391
C13 -1.034 -0.932 6.762  -0.207
C14 -1.731 -2.851 -1.711  0.069
C15 3.908 3.365 -0.577  -0.196
C16 -0.207 -0.454 -3.891  0.056
C17 -1.614 -2.028 6.143  -0.221
C18 3.169 0.671 -0.266  -0.244
C19 -0.967 -1.179 4.005  -0.445
C20 0.596 -0.292 -5.047  -0.235
C21 0.160 1.789 -3.343  0.061
C22 4.861 2.363 -0.575  -0.208
C23 0.194 2.576 -0.090  0.320
C24 -2.458 -0.701 1.363  -1.088
C25 -0.359 -0.075 4.632  -0.457
C26 -0.367 2.762 3.261  -1.090
C27 0.240 -2.413 1.478  -1.088
H1 2.598 1.763 2.400  0.233
H2 0.416 -2.394 0.399  0.218
H3 -2.097 -2.786 6.745  0.212
H4 0.114 3.411 2.537  0.226
H5 -2.056 -3.010 4.291  0.199
H6 -1.431 2.759 3.050  0.238
H7 5.903 2.621 -0.693  0.225
H8 -2.446 -0.397 0.313  0.199
H9 0.054 0.899 6.495  0.206
H10 0.817 -1.137 -5.682  0.223
H11 1.229 3.020 -4.727  0.224
H12 4.190 4.399 -0.699  0.226
H13 -3.009 -1.636 1.428  0.253
H14 1.205 -2.477 1.975  0.245
H15 -1.077 -0.837 7.840  0.213
H16 5.256 0.267 -0.390  0.225
H17 2.649 1.426 4.120  0.242
H18 -0.027 2.597 -2.641  0.164
H19 -2.124 -2.812 -0.701  0.176
H20 -3.019 0.037 1.928  0.248
H21 -1.634 1.751 -0.103  0.399
H22 -2.279 -4.899 -2.029  0.225
H23 -0.295 -3.330 1.716  0.251
H24 2.872 -0.360 -0.119  0.224
H25 -0.278 -2.874 -5.226  0.221
H26 -1.619 3.487 -0.123  0.417
H27 2.689 0.108 2.965  0.239
H28 -0.226 3.202 4.246  0.243

Cartesian forces, eV/Å:
Br -0.19 -0.06 0.29
Br 0.00 0.26 0.19
S -0.34 -0.72 0.36
Si -0.48 -0.80 1.06
Si 0.23 0.13 0.54
Mg -0.29 -0.20 -1.02
N -0.07 -0.13 -0.14
N 0.53 0.05 1.28
N 0.53 0.65 1.28
N -1.06 -0.53 0.03
C -0.16 0.47 0.21
C -0.20 -0.96 0.03
C 0.03 -0.84 -0.21
C -0.71 -0.04 -0.07
C 0.54 0.41 -0.81
C 0.00 0.03 0.40
C 1.29 0.56 -0.13
C -0.15 -0.28 0.23
C -0.28 -0.45 -0.03
C 0.50 1.29 -1.00
C 0.03 -0.05 0.03
C -0.30 0.19 0.60
C 0.14 0.25 0.11
C -0.49 -1.14 0.05
C -0.03 0.11 -0.01
C -0.94 -1.46 0.10
C -0.14 -0.19 -0.05
C -0.23 -0.01 0.01
C 0.25 0.45 -0.78
C 0.52 0.63 -0.72
C 0.28 0.70 -0.49
C 0.05 0.01 0.00
C 0.36 0.84 -0.30
C 0.80 0.13 -0.08
C 0.23 0.30 -0.73
C 0.17 -0.68 -0.24
C -0.11 0.78 -0.22
H 0.04 0.14 -0.14
H 0.03 -0.19 -0.03
H -0.04 -0.04 0.03
H 0.13 0.13 -0.13
H -0.02 -0.04 0.00
H -0.22 -0.01 -0.01
H 0.05 0.02 -0.01
H -0.23 -0.04 -0.21
H 0.02 0.04 0.12
H -0.03 0.00 -0.02
H -0.01 0.10 0.06
H 0.07 0.11 -0.01
H 0.04 -0.21 -0.08
H 0.17 0.10 0.08
H 0.01 -0.03 0.02
H 0.05 -0.05 -0.05
H -0.05 0.07 0.21
H 0.08 0.08 -0.09
H -0.04 -0.08 0.09
H -0.01 0.22 0.07
H -0.19 0.53 0.18
H -0.04 -0.01 0.14
H -0.26 -0.02 0.01
H 0.06 -0.04 -0.02
H 0.05 -0.02 -0.06
H -0.18 -0.11 -0.06
H 0.07 -0.23 -0.03
H 0.11 -0.08 0.18

***

Computed, not measured: a molecular structure, C27H28BrCrI3N6O2 at a distorted geometry, with ωB97M-V/def2-TZVPD.

Its total energy is -164254.272 eV. The expectation value of S² is 6.199. The spin multiplicity is 5. The calculation puts the energy relative to the best compared isomer or geometry (same formula, charge and spin) at 27.2 kcal per mole. As for the HOMO energy (spin up / spin down): -7.86 / -7.26 eV. The lowest unoccupied orbital energy (spin up / spin down) is -0.827 / -3.160 eV.

Each line ends with the natural charge from an NBO analysis.
CARTESIAN COORDINATES (ANGSTROEM)
I1 -2.264 3.936 2.602  -0.442
I2 0.095 6.015 -2.198  0.207
I3 6.204 0.843 -1.235  0.210
Br1 -5.225 2.607 -4.938  0.058
Cr1 0.307 0.445 0.538  1.447
O1 -0.865 -0.211 -3.342  -0.643
O2 -0.621 0.057 -1.150  -0.818
N1 -4.016 2.488 -1.016  -0.400
N2 1.354 1.290 2.033  -0.604
N3 2.138 0.063 -0.329  -0.335
N4 0.698 3.230 0.899  -0.157
N5 0.476 2.356 -0.091  -0.374
N6 2.580 -1.181 -0.542  -0.303
C1 0.623 4.492 0.461  -0.004
C2 -2.162 -0.619 1.417  0.179
C3 1.009 -2.249 2.369  -0.611
C4 0.354 4.423 -0.895  -0.267
C5 -0.943 -0.565 2.150  -0.229
C6 -2.443 1.154 -2.232  -0.133
C7 3.882 -1.206 -0.870  -0.035
C8 3.009 3.017 3.537  -0.172
C9 -3.075 -1.984 -0.607  -0.642
C10 -2.933 1.720 -1.060  0.037
C11 4.307 0.103 -0.854  -0.272
C12 3.393 1.677 3.255  -0.297
C13 -0.252 -3.187 -0.448  -0.666
C14 -3.404 0.117 1.794  -0.692
C15 3.180 0.861 -0.515  -0.039
C16 0.938 2.648 2.252  0.045
C17 0.276 3.065 -1.200  -0.029
C18 1.847 3.502 3.062  -0.193
C19 -2.048 -1.605 0.414  -0.098
C20 -0.044 -1.523 1.565  -0.290
C21 -4.247 2.211 -3.362  -0.135
C22 -0.774 -2.156 0.497  0.080
C23 -3.123 1.412 -3.415  -0.172
C24 -0.885 -0.049 3.563  -0.627
C25 2.539 0.901 2.521  0.072
C26 -4.668 2.730 -2.145  0.021
C27 -1.206 0.272 -2.272  0.757
H1 -2.431 1.544 -0.115  0.202
H2 -5.551 3.355 -2.078  0.205
H3 3.109 1.930 -0.412  0.236
H4 -3.840 -0.340 2.688  0.232
H5 1.797 -2.686 1.753  0.194
H6 1.501 4.506 3.273  0.228
H7 0.743 -3.545 -0.172  0.193
H8 -4.147 0.085 0.999  0.226
H9 0.136 0.081 3.918  0.214
H10 -0.080 2.655 2.729  0.250
H11 0.109 2.586 -2.149  0.243
H12 4.414 -2.118 -1.076  0.244
H13 -0.220 -2.783 -1.467  0.242
H14 0.740 5.341 1.111  0.253
H15 -3.205 1.161 2.035  0.251
H16 -2.631 -2.046 -1.604  0.225
H17 -0.920 -4.050 -0.467  0.244
H18 -1.389 -0.754 4.233  0.216
H19 -2.758 0.991 -4.342  0.255
H20 1.474 -1.592 3.102  0.214
H21 -3.891 -1.263 -0.640  0.223
H22 4.336 1.280 3.597  0.228
H23 -3.501 -2.962 -0.371  0.220
H24 -1.404 0.907 3.654  0.236
H25 2.810 -0.128 2.309  0.202
H26 0.539 -3.067 2.922  0.224
H27 1.918 -1.942 -0.525  0.438
H28 3.647 3.640 4.151  0.227

Cartesian forces, eV/Å:
I 0.27 -0.16 0.04
I 0.05 -0.25 0.21
I -0.26 -0.15 0.05
Br 0.05 -0.02 0.08
Cr -0.94 -1.53 -0.22
O 0.07 0.04 0.07
O 0.34 0.21 0.01
N -0.13 0.04 0.18
N 0.73 0.80 0.48
N 0.48 -0.08 -0.32
N 0.19 0.11 0.06
N -0.21 0.56 -0.08
N 0.05 -0.09 -0.10
C -0.04 -0.06 -0.03
C 0.08 -0.08 0.09
C -0.07 0.15 -0.11
C 0.01 0.25 -0.23
C -0.08 0.03 0.17
C 0.09 0.02 0.07
C -0.01 0.10 0.03
C 0.12 -0.18 0.06
C 0.15 0.04 0.07
C 0.16 -0.06 -0.14
C 0.32 0.20 -0.08
C 0.13 0.44 0.23
C -0.04 0.18 -0.02
C 0.05 0.02 -0.09
C 0.13 -0.12 -0.14
C 0.46 0.02 0.02
C -0.03 0.16 0.11
C -0.36 -0.03 -0.22
C 0.07 -0.31 0.11
C 0.09 0.28 0.28
C -0.03 0.01 -0.06
C -0.36 0.03 -0.08
C 0.01 0.03 -0.07
C -0.07 0.00 -0.11
C -0.59 -0.39 -0.20
C 0.06 -0.04 -0.03
C -0.25 -0.05 -0.19
H 0.02 0.07 -0.05
H 0.01 0.00 -0.05
H -0.11 0.00 0.09
H 0.00 -0.02 0.00
H 0.05 0.01 0.02
H 0.03 -0.02 0.09
H -0.03 -0.09 0.04
H -0.03 0.03 0.04
H 0.00 0.00 0.03
H -0.48 0.16 0.05
H -0.07 -0.05 0.00
H -0.06 -0.03 -0.03
H 0.01 -0.02 -0.02
H 0.01 -0.02 0.02
H -0.02 0.03 0.01
H -0.05 0.02 -0.02
H 0.07 -0.05 -0.04
H 0.03 0.01 0.03
H -0.01 -0.02 0.02
H 0.02 -0.04 0.01
H -0.01 -0.01 -0.05
H -0.03 -0.05 0.02
H -0.05 0.01 -0.07
H 0.03 0.02 0.03
H -0.01 0.04 -0.07
H 0.05 -0.02 0.02
H -0.05 -0.02 0.00
H 0.00 0.03 -0.05